1.
{
  "formula": "C18H26BrN3O3S",
  "method": "the ωB97M-V functional and the def2-TZVPD basis",
  "molar_mass_da": 444.39,
  "smiles": "CCN1CCN(C(=O)C2CCN(S(=O)(=O)c3ccc(Br)cc3)CC2)CC1",
  "lumo_ha": 0.00592,
  "multiplicity": 1,
  "relative_energy_kcal_mol": 5.1,
  "species": ["C", "C", "N", "C", "C", "N", "C", "O", "C", "C", "C", "N", "S", "O", "O", "C", "C", "C", "C", "Br", "C", "C", "C", "C", "C", "C", "H", "H", "H", "H", "H", "H", "H", "H", "H", "H", "H", "H", "H", "H", "H", "H", "H", "H", "H", "H", "H", "H", "H", "H", "H", "H"],
  "positions_angstrom": [[-5.2589, 0.4985, -0.2645], [-4.4268, -0.6756, 0.2435], [-3.3724, -1.0156, -0.6982], [-2.2549, -0.0975, -0.7158], [-1.2809, -0.3087, 0.4621], [-0.8197, -1.6773, 0.4590], [0.4129, -2.1451, 0.1613], [0.6393, -3.3402, 0.0953], [1.5399, -1.1261, -0.0227], [2.0734, -0.7146, 1.3641], [3.5735, -0.3710, 1.2997], [3.9639, 0.1514, 0.0176], [3.9169, 1.7839, -0.1990], [4.5642, 2.3815, 0.9299], [4.3921, 2.0556, -1.5214], [2.1906, 2.3078, -0.1347], [1.4221, 2.2944, -1.2840], [0.1041, 2.7184, -1.2336], [-0.4125, 3.1552, -0.0230], [-2.2208, 3.7283, 0.0622], [0.3571, 3.1846, 1.1302], [1.6717, 2.7553, 1.0661], [3.7640, -0.7317, -1.1132], [2.6653, -1.7603, -0.8410], [-1.9264, -2.6150, 0.5526], [-2.8894, -2.3797, -0.6209], [-6.1451, 0.6137, 0.3538], [-5.5660, 0.3125, -1.2895], [-4.7019, 1.4311, -0.2317], [-5.0757, -1.5503, 0.3283], [-4.0478, -0.4425, 1.2511], [-1.7076, -0.2584, -1.6511], [-2.6347, 0.9226, -0.7067], [-1.8040, -0.1260, 1.4085], [-0.4525, 0.3921, 0.3977], [1.1824, -0.2484, -0.5690], [1.9357, -1.5422, 2.0624], [1.5022, 0.1363, 1.7404], [4.1723, -1.2660, 1.4917], [3.8396, 0.3839, 2.0397], [1.8683, 1.9763, -2.2128], [-0.5117, 2.7169, -2.1197], [-0.0636, 3.5427, 2.0571], [2.3139, 2.7842, 1.9320], [4.7097, -1.2414, -1.3334], [3.5210, -0.1030, -1.9712], [3.0587, -2.6136, -0.2887], [2.2718, -2.1378, -1.7850], [-2.4414, -2.4622, 1.5067], [-1.5155, -3.6240, 0.5193], [-2.3570, -2.5935, -1.5537], [-3.7394, -3.0595, -0.5479]]
}

***

2.
{
  "formula": "C18H26ClFN2O9S",
  "method": "the ωB97M-V functional and the def2-TZVPD basis",
  "molar_mass_da": 500.93,
  "lumo_ha": -0.03106,
  "multiplicity": 1,
  "species": ["C", "C", "C", "Cl", "C", "C", "C", "C", "F", "C", "N", "S", "N", "C", "H", "H", "H", "H", "H", "H", "H", "H", "C", "O", "C", "O", "O", "C", "H", "H", "H", "H", "H", "H", "C", "O", "C", "O", "O", "C", "H", "H", "H", "H", "H", "H", "C", "O", "C", "O", "O", "C", "H", "H", "H", "H", "H", "H"],
  "positions_angstrom": [[-0.7582, 3.5745, 2.8374], [-0.6514, 3.5404, 1.3095], [-1.5606, 2.4999, 0.6466], [-1.0882, 2.4001, -1.1020], [-1.4934, 1.1361, 1.2790], [-2.5542, 0.6773, 1.9941], [-2.5594, -0.5936, 2.6532], [-1.4739, -1.3839, 2.5719], [-1.4557, -2.5870, 3.1572], [-0.3254, -0.9608, 1.8611], [0.8207, -1.6267, 1.7148], [1.7722, -0.7032, 0.8286], [0.8271, 0.5705, 0.5861], [-0.3303, 0.3121, 1.1997], [-0.7936, 2.5846, 3.2895], [-1.6372, 4.1366, 3.1568], [0.1132, 4.0879, 3.2454], [0.3732, 3.3263, 1.0101], [-0.9534, 4.5172, 0.9313], [-2.5983, 2.8231, 0.6056], [-3.4369, 1.2982, 2.0738], [-3.4309, -0.9109, 3.2084], [6.8242, -2.7447, -3.4420], [5.9309, -1.9924, -2.6167], [4.7099, -1.8431, -3.1281], [4.3285, -2.2765, -4.1827], [3.9831, -1.1300, -2.2677], [2.6389, -0.8915, -2.6905], [7.7674, -2.7842, -2.9056], [6.4462, -3.7534, -3.5960], [6.9671, -2.2515, -4.4013], [2.1009, -1.8300, -2.8135], [2.6174, -0.3267, -3.6204], [2.1684, -0.3080, -1.9057], [3.3657, 7.1895, -3.6052], [2.4706, 6.3589, -4.3475], [1.6232, 5.6575, -3.5934], [1.5683, 5.6805, -2.3915], [0.8520, 4.9316, -4.3987], [-0.1096, 4.1207, -3.7132], [3.9873, 7.6933, -4.3394], [2.8138, 7.9256, -3.0238], [3.9895, 6.5888, -2.9460], [-0.7897, 4.7398, -3.1328], [0.3906, 3.4078, -3.0653], [-0.6642, 3.5910, -4.4828], [-2.7336, -4.8748, 4.3848], [-4.1187, -5.0487, 4.0620], [-4.4021, -6.2032, 3.4642], [-3.6152, -7.0709, 3.1913], [-5.7129, -6.2347, 3.2182], [-6.1583, -7.4296, 2.5725], [-2.6537, -3.9048, 4.8606], [-2.4038, -5.6481, 5.0768], [-2.1255, -4.8945, 3.4862], [-5.9561, -8.2999, 3.1937], [-5.6757, -7.5457, 1.6041], [-7.2299, -7.3169, 2.4371]]
}

***

3.
{
  "formula": "C18H26ClN5OP",
  "method": "the ωB97M-V functional and the def2-TZVPD basis",
  "molar_mass_da": 394.87,
  "total_charge": 1,
  "lumo_ha": -0.11187,
  "multiplicity": 1,
  "relative_energy_kcal_mol": 1.5,
  "species": ["N", "N", "C", "C", "C", "Cl", "P", "O", "H", "H", "H", "H", "H", "H", "H", "H", "H", "H", "H", "N", "C", "C", "C", "C", "C", "H", "H", "H", "H", "H", "N", "C", "C", "C", "C", "C", "H", "H", "H", "H", "H", "N", "C", "C", "C", "C", "C", "H", "H", "H", "H", "H"],
  "positions_angstrom": [[1.4466, -0.1657, -3.2269], [1.3793, 0.7133, -2.0957], [2.4504, 0.4830, -1.0441], [2.5406, -0.9354, -0.5147], [1.5302, -1.2877, 0.5778], [0.3924, -2.5592, 0.0614], [-0.3384, 0.8192, -1.4809], [-1.1941, 1.2950, -2.5541], [0.6081, -0.7224, -3.3241], [2.2803, -0.7311, -3.1752], [1.5364, 1.6531, -2.4739], [3.4115, 0.8018, -1.4386], [2.2257, 1.1666, -0.2250], [2.4898, -1.6710, -1.3148], [3.5473, -1.0196, -0.1061], [2.0126, -1.6553, 1.4759], [0.9313, -0.4260, 0.8687], [-0.5305, -0.4894, -1.0237], [-0.1013, 1.6725, -0.3983], [5.4333, 1.0461, -0.3739], [6.1440, 0.7948, -1.4748], [7.4553, 1.1992, -1.6539], [8.0688, 1.9085, -0.6339], [7.3465, 2.1782, 0.5166], [6.0395, 1.7272, 0.5992], [5.6371, 0.2340, -2.2556], [7.9807, 0.9626, -2.5682], [9.0924, 2.2432, -0.7338], [7.7854, 2.7263, 1.3380], [5.4483, 1.9160, 1.4878], [-4.6831, -1.9078, 3.9844], [-4.3086, -3.1747, 3.8215], [-3.3277, -3.5782, 2.9264], [-2.7063, -2.6081, 2.1578], [-3.0871, -1.2865, 2.3164], [-4.0763, -0.9879, 3.2409], [-4.8215, -3.9018, 4.4410], [-3.0630, -4.6228, 2.8382], [-1.9307, -2.8537, 1.4453], [-2.6320, -0.4944, 1.7355], [-4.3978, 0.0365, 3.3914], [-4.7383, 1.5376, 0.6048], [-4.3865, 0.8421, -0.4720], [-5.2770, 0.3927, -1.4319], [-6.6223, 0.6792, -1.2615], [-7.0091, 1.4016, -0.1456], [-6.0327, 1.8081, 0.7522], [-3.3240, 0.6333, -0.5706], [-4.9264, -0.1663, -2.2886], [-7.3539, 0.3458, -1.9853], [-8.0466, 1.6486, 0.0299], [-6.2990, 2.3789, 1.6345]]
}

***

4.
{
  "formula": "C18H26ClP",
  "method": "the ωB97M-V functional and the def2-TZVPD basis",
  "molar_mass_da": 308.83,
  "smiles": "Clc1ccc(P(C2CCCCC2)C2CCCCC2)cc1",
  "lumo_ha": 0.02855,
  "multiplicity": 1,
  "relative_energy_kcal_mol": 0.0,
  "species": ["Cl", "C", "C", "C", "C", "P", "C", "C", "C", "C", "C", "C", "C", "C", "C", "C", "C", "C", "C", "C", "H", "H", "H", "H", "H", "H", "H", "H", "H", "H", "H", "H", "H", "H", "H", "H", "H", "H", "H", "H", "H", "H", "H", "H", "H", "H"],
  "positions_angstrom": [[5.2787, -0.9342, 3.0836], [3.8089, -0.7537, 2.1218], [3.8473, -0.4916, 0.7248], [2.6533, -0.3091, 0.0432], [1.4380, -0.3743, 0.7094], [-0.1312, -0.0975, -0.2539], [-0.7869, 1.6468, -0.4041], [-1.0665, 1.9477, -1.8725], [-1.3117, 3.4374, -2.1508], [-0.3048, 4.3517, -1.4170], [-0.1389, 4.0802, 0.0787], [0.2024, 2.6128, 0.2458], [-1.0499, -1.5434, -1.0692], [-2.3844, -1.7364, -0.3047], [-2.1240, -2.4256, 1.0730], [-1.4364, -3.7684, 0.8149], [-0.0905, -3.5427, 0.2285], [-0.1911, -2.8341, -1.1210], [1.3852, -0.6190, 2.0610], [2.5509, -0.8346, 2.7828], [4.7969, -0.4321, 0.2020], [2.6973, -0.1523, -1.0279], [-1.7456, 1.6666, 0.1248], [-1.9258, 1.3638, -2.1872], [-0.2172, 1.6137, -2.4418], [-2.3291, 3.7285, -1.8263], [-1.1996, 3.5980, -3.2058], [0.7057, 4.2623, -1.8539], [-0.6278, 5.3869, -1.5085], [-1.0680, 4.2351, 0.6126], [0.6411, 4.7156, 0.4747], [1.2329, 2.4761, -0.1727], [0.2590, 2.4180, 1.3088], [-1.2847, -1.2540, -2.0888], [-3.0640, -2.3728, -0.9355], [-2.9531, -0.8157, -0.1140], [-3.1048, -2.5742, 1.5607], [-1.5126, -1.7596, 1.7188], [-2.0751, -4.3568, 0.1208], [-1.3468, -4.2966, 1.7668], [0.4045, -4.5060, 0.0615], [0.5215, -3.0088, 0.9432], [0.7828, -2.5973, -1.4990], [-0.6466, -3.5497, -1.7987], [0.3996, -0.5861, 2.5631], [2.5112, -1.0148, 3.8284]]
}

***

| no. | HOMO-LUMO gap (eV) |
| --- | --- |
| 1 | 8.4 |
| 2 | 8.4 |
| 3 | 8.4 |
| 4 | 7.4 |